No. 1
C2H6N2O2 | ωB97M-V/def2-TZVPD

```
! RIJCOSX wB97M-V def2-TZVPD def2/J DEFGRID3
* xyz 0 1
N 1.3443 -1.0380 0.5286
C 1.9472 0.0382 0.0310
N 1.3080 0.9017 -0.7495
H 1.8172 -1.4522 1.3156
H 0.3190 -0.8858 0.5703
H 3.0341 0.0053 -0.0386
H 1.4652 1.8733 -0.4849
H 0.2773 0.7299 -0.8552
O -1.3951 0.5038 -0.9729
C -1.8313 -0.1712 0.0042
O -1.2245 -0.2825 1.0945
H -2.7370 -0.7213 -0.1995
*
```

Calculated values
ΔE to the lowest compared entry with this formula, charge and spin in kJ/mol: 127.1
HOMO energy in Ha: -0.33033
Frontier orbital gap in eV: 8.8
E_tot in eV: -9246.000


No. 2
C38H38Cl3N5OS3Sn | ωB97M-V/def2-TZVPD

```
! RIJCOSX wB97M-V def2-TZVPD def2/J DEFGRID3
* xyz 2 1
Sn -0.0714 0.3601 -0.3658
C 0.7980 3.1326 1.1028
N 0.9905 1.8057 1.7393
C -0.0302 1.6484 2.8067
C -0.3044 0.1903 3.1140
N -0.9448 -0.5172 1.9705
C -2.3634 -0.1250 1.8132
C -0.8024 -1.9452 2.2261
C -1.6385 -2.6025 3.1206
C -1.4177 -3.9323 3.4495
C -0.3598 -4.6274 2.8819
C 0.4807 -3.9878 1.9877
C 0.2643 -2.6512 1.6707
S 1.4427 -1.8644 0.5923
C 2.3553 1.6973 2.2641
C 2.9053 2.8279 2.8731
C 4.2239 2.8935 3.2811
C 5.0544 1.8080 3.0657
C 4.5224 0.6588 2.5178
C 3.1724 0.5660 2.1527
S 2.8721 -1.1931 1.9356
H 0.7489 3.9490 1.8223
H -0.1446 3.1364 0.5606
H 1.6169 3.3315 0.4121
H -0.9505 2.1267 2.4628
H 0.2949 2.1572 3.7179
H -0.9454 0.1202 3.9998
H 0.6326 -0.3139 3.3483
H -2.8785 -0.0178 2.7714
H -2.8786 -0.8828 1.2237
H -2.4404 0.8269 1.2854
H -2.4584 -2.0682 3.5843
H -2.0663 -4.4174 4.1668
H -0.1802 -5.6608 3.1472
H 1.3197 -4.5141 1.5494
H 2.2856 3.6960 3.0482
H 4.5925 3.7987 3.7444
H 6.1007 1.8441 3.3373
H 5.1554 -0.2103 2.3856
Cl -4.3372 -2.7957 -5.3661
C -4.7713 -1.2032 -4.8564
C -3.8340 -0.1856 -4.9404
C -4.1697 1.0815 -4.5037
C -5.4377 1.3670 -4.0084
C -5.7595 2.7620 -3.5114
C -5.3545 2.9137 -2.0335
N -3.9320 2.7096 -1.7864
C -2.9211 3.5726 -2.1275
C -1.7617 2.9542 -1.7765
N -2.0499 1.7239 -1.2109
C -3.3671 1.6102 -1.2639
O -5.1267 3.7998 -4.2295
C -5.6853 4.0426 -5.5326
C -4.9915 3.3512 -6.6757
C -3.6764 3.5132 -6.9958
Cl -2.5541 4.5652 -6.2397
S -3.1927 2.5228 -8.3175
C -4.7746 1.8763 -8.4600
C -5.6161 2.4027 -7.5375
C -6.3614 0.3238 -3.9338
Cl -7.9456 0.5862 -3.2832
C -6.0374 -0.9591 -4.3536
H -2.8521 -0.3907 -5.3435
H -3.4347 1.8761 -4.5603
H -6.8395 2.9251 -3.5364
H -5.9085 2.1864 -1.4429
H -5.6204 3.9197 -1.7146
H -3.1146 4.5184 -2.6015
H -0.7516 3.3158 -1.8849
H -3.9299 0.7572 -0.9146
H -5.6387 5.1221 -5.6712
H -6.7373 3.7469 -5.5285
H -4.9924 1.1606 -9.2381
H -6.6649 2.1436 -7.4689
H -6.7650 -1.7563 -4.2818
C 0.3107 -1.1117 -6.9830
C 0.3401 -0.7659 -5.5284
C 0.7671 0.4834 -5.0786
C 0.7578 0.7645 -3.7285
N 0.3550 -0.1182 -2.8093
C -0.0528 -1.3209 -3.2317
C -0.0778 -1.6803 -4.5609
H 0.9711 -0.4655 -7.5584
H -0.7065 -0.9832 -7.3645
H 0.5933 -2.1509 -7.1456
H 1.1165 1.2287 -5.7806
H 1.1049 1.7242 -3.3606
H -0.3501 -2.0262 -2.4603
H -0.4157 -2.6674 -4.8510
*
```

Calculated values
ΔE to the lowest compared entry with this formula, charge and spin in kJ/mol: 215.3
HOMO energy in Ha: -0.45877
Frontier orbital gap in eV: 6.0
E_tot in eV: -125412.055


No. 3
C3H9NO3 | ωB97M-V/def2-TZVPD

```
! RIJCOSX wB97M-V def2-TZVPD def2/J DEFGRID3
* xyz 0 1
C -0.2422 -0.5507 1.8961
C -0.6569 0.7623 1.2999
H -0.3351 -0.5175 2.9860
H 0.7839 -0.8048 1.6376
H -0.8693 -1.3492 1.5004
H 0.0548 1.5677 1.4431
H -1.6552 1.0790 1.5850
H -0.9967 0.5892 -0.0504
N 0.9222 0.4739 -0.9490
C -0.4338 0.2284 -1.4733
O 1.9589 -0.4563 -1.0131
O -0.5599 -1.1401 -1.6783
O -0.9868 1.0511 -2.1833
H 1.9602 -0.9477 -1.8516
H -0.0852 -1.4099 -2.4775
H 1.1411 1.4246 -0.6717
*
```

Calculated values
ΔE to the lowest compared entry with this formula, charge and spin in kJ/mol: 544.2
HOMO energy in Ha: -0.32950
Frontier orbital gap in eV: 8.9
E_tot in eV: -10884.942


No. 4
C2H2KLiO2 | ωB97M-V/def2-TZVPD

```
! RIJCOSX wB97M-V def2-TZVPD def2/J DEFGRID3
* xyz 0 1
C 0.8349 0.5171 -0.1172
C 1.4463 -0.1794 -1.1142
O 0.7220 -0.9482 -1.9728
O -0.4605 0.3934 0.1542
H 1.5354 0.8095 0.7007
Li 1.1187 -1.6545 -3.5190
K -1.6033 -0.7528 -1.3867
H 2.5125 -0.0200 -1.3305
*
```

Calculated values
ΔE to the lowest compared entry with this formula, charge and spin in kJ/mol: 92.5
HOMO energy in Ha: -0.17702
Frontier orbital gap in eV: 3.6
E_tot in eV: -22730.227